[1]
DFT (ωB97M-V/def2-TZVPD) results for a gas-phase ion, C28H39N4O3S2 (charge +1) at a distorted geometry.

Structure (XYZ):
```
76
Properties=species:S:1:pos:R:3:forces:R:3
C 3.0054 3.8877 -0.1081 -0.05 0.20 -0.01
C 1.7707 4.6824 -0.5445 0.24 -0.12 0.05
C 0.5836 3.7726 -0.6040 -0.24 0.14 0.11
C 0.4434 2.8887 -1.6817 -0.15 -0.02 -0.02
C -0.5763 1.9702 -1.7420 -0.06 0.02 0.07
C -1.4873 1.9141 -0.6900 0.50 0.79 0.41
N -2.4888 1.0004 -0.5433 -0.79 -0.49 -0.04
C -3.1064 1.1535 0.5718 0.44 0.91 -0.18
N -4.0084 0.1797 1.0160 -0.22 -0.16 0.34
C -5.4094 0.5289 1.1751 -0.33 0.12 -0.07
C -6.1500 0.6780 -0.1620 0.08 -0.23 0.14
C -6.8145 -0.6051 -0.6563 -0.31 0.70 0.13
N -5.8870 -1.7373 -0.8689 0.15 -0.16 0.45
C -6.6295 -2.9706 -1.1653 -0.35 -0.61 -0.10
C -4.8932 -1.4630 -1.9184 0.51 0.14 -0.42
C -3.5370 -1.0866 1.1658 0.09 0.12 -0.15
O -4.2952 -2.0563 1.1681 0.07 -0.31 0.22
C -2.0554 -1.1289 1.2514 0.52 -0.33 0.25
C -1.4186 -0.4194 2.2688 -0.12 -0.31 -0.16
C -0.0680 -0.1446 2.1668 0.19 0.09 0.05
C 0.6320 -0.5774 1.0561 0.37 0.23 0.09
S 2.2652 0.1021 0.7283 -0.47 -0.37 0.04
O 2.5185 1.0903 1.7402 0.03 -0.23 0.25
O 2.2492 0.5324 -0.6394 0.19 -0.26 -0.21
N 3.2418 -1.2394 0.8688 -0.82 0.72 -0.24
C 3.3937 -1.6147 2.2583 0.02 -0.01 0.49
C 4.4347 -1.1906 0.0258 0.42 0.06 -0.30
C 5.5205 -0.2579 0.5631 -0.12 0.09 -0.30
C 6.6571 -0.1584 -0.4511 0.13 -0.14 0.27
C 7.2310 -1.5418 -0.7453 -0.10 0.13 -0.29
C 6.1397 -2.4821 -1.2497 0.15 -0.09 0.28
C 5.0072 -2.5834 -0.2299 -0.23 0.17 -0.20
C 0.0351 -1.3807 0.1037 -0.05 -0.14 -0.11
C -1.3147 -1.6696 0.2042 0.03 -0.03 0.23
S -2.5987 2.5081 1.5713 -0.06 -0.28 -0.42
C -1.3617 2.8216 0.3835 -0.26 -0.35 -0.17
C -0.3395 3.7494 0.4304 0.16 0.14 -0.10
H 3.1963 3.0736 -0.8027 0.07 -0.09 -0.05
H 3.8756 4.5379 -0.0722 0.13 0.02 0.01
H 2.8491 3.4475 0.8737 0.03 -0.03 0.07
H 1.9524 5.1162 -1.5299 -0.06 0.09 0.03
H 1.5895 5.4940 0.1617 -0.04 0.05 -0.08
H 1.1705 2.9225 -2.4771 0.13 0.00 -0.11
H -0.6692 1.2784 -2.5627 0.01 -0.10 -0.13
H -5.4343 1.4816 1.7098 -0.06 -0.11 -0.01
H -5.8777 -0.2330 1.8033 0.04 0.11 0.02
H -6.9475 1.4106 -0.0354 -0.02 -0.01 -0.07
H -5.4612 1.0802 -0.9062 -0.04 0.09 -0.04
H -7.5575 -0.9217 0.0797 0.06 -0.10 -0.09
H -7.3311 -0.4018 -1.5985 0.03 -0.17 0.04
H -5.3437 -1.9078 0.0491 -0.23 0.13 -0.44
H -7.1771 -2.8690 -2.1019 0.05 0.10 0.01
H -5.9377 -3.8060 -1.2468 0.07 0.08 0.00
H -7.3335 -3.1868 -0.3644 0.03 0.11 0.04
H -4.2868 -2.3510 -2.0828 -0.06 -0.05 0.07
H -5.3960 -1.2047 -2.8499 -0.09 -0.02 0.05
H -4.2299 -0.6488 -1.6293 -0.05 0.02 0.08
H -1.9885 -0.0499 3.1085 -0.03 0.09 0.03
H 0.4428 0.4578 2.9013 0.00 0.08 0.12
H 3.9937 -2.5179 2.3275 -0.04 -0.04 -0.02
H 3.8497 -0.8174 2.8515 0.04 -0.12 0.05
H 2.4003 -1.8207 2.6565 0.06 -0.11 0.19
H 4.0657 -0.7855 -0.9220 0.23 -0.11 -0.02
H 5.0848 0.7261 0.7520 0.07 0.03 0.09
H 5.9102 -0.6490 1.5054 -0.01 0.02 0.11
H 7.4406 0.4946 -0.0635 -0.02 0.07 -0.07
H 6.2781 0.2834 -1.3750 0.01 0.08 -0.06
H 8.0234 -1.4626 -1.4911 0.07 -0.03 0.05
H 7.6706 -1.9531 0.1659 0.08 -0.03 0.04
H 6.5583 -3.4734 -1.4319 -0.04 0.00 -0.08
H 5.7437 -2.1052 -2.1948 -0.02 -0.03 -0.09
H 5.4021 -3.0021 0.6975 0.00 -0.07 0.08
H 4.2192 -3.2441 -0.5947 -0.04 -0.04 0.05
H 0.6209 -1.7193 -0.7348 0.02 -0.10 -0.18
H -1.8074 -2.2494 -0.5606 -0.05 -0.03 -0.12
H -0.2476 4.4238 1.2674 0.07 0.12 0.08
```
Forces are in eV/Å.

SMILES	CCc1ccc2nc(N(CCC[NH+](C)C)C(=O)c3ccc(S(=O)(=O)N(C)C4CCCCC4)cc3)sc2c1
ΔE to the lowest compared entry with this formula, charge and spin	0.000	eV
total charge	+1
HOMO energy	-10.856	eV
LUMO energy	-2.5	eV
orbital gap	8.3342	eV
2S+1	1

[2]
DFT (ωB97M-V/def2-TZVPD) results for 3 unconnected molecules or ions with the total composition C28H40Br2ClF8IN4O4P at a distorted geometry.

Structure (XYZ):
```
89
Properties=species:S:1:pos:R:3:forces:R:3
C -0.5591 5.0424 -1.1549 -0.21 -0.12 0.92
C -0.6383 3.5181 -0.9717 -0.32 0.60 -0.73
C 0.0512 2.6456 -2.0557 0.21 -0.21 0.68
I 0.0787 3.5632 -3.9950 -0.15 -0.29 0.16
C 1.4354 2.0992 -1.6133 0.81 1.26 -1.18
C 2.4674 3.2300 -1.3475 0.29 -0.50 0.83
O 3.0625 3.6660 -2.5533 -0.99 -0.05 0.01
C 3.2101 5.0238 -2.6284 0.23 0.17 -2.38
C 3.2013 5.5708 -4.0347 0.40 -1.36 -0.42
O 3.3696 5.7170 -1.6973 -0.08 0.89 2.34
O 1.9271 1.3313 -2.7098 -0.52 -1.05 0.89
C 3.1189 0.6154 -2.4326 -0.77 -1.23 -0.59
P 3.3507 -0.5226 -3.9232 1.08 1.35 -1.61
N 4.3011 0.0938 -5.0144 -0.46 -0.09 0.96
C 3.0671 -0.2575 -1.1345 1.13 0.75 -0.16
C 4.2357 0.1104 -0.2124 0.21 -0.85 0.56
Br 5.8533 -0.4035 -1.2187 -0.33 0.38 0.02
C 4.2395 -0.6563 1.1250 0.90 -0.18 0.09
C 4.7432 -2.1104 1.0740 -0.41 0.23 0.58
Br 5.4729 0.3330 2.3081 -0.47 -0.05 -0.02
N 1.7257 -0.1716 -0.4887 -0.59 -0.33 -0.11
C 0.6985 -1.0365 -1.1959 -0.70 0.43 -0.30
C -0.3665 -1.5832 -0.2197 0.16 -0.09 -0.40
O -1.5601 -1.8386 -0.9046 -0.11 0.04 0.38
C -2.3014 -0.6692 -1.1606 0.24 0.41 -0.81
C -3.7924 -0.9803 -1.3819 0.72 0.58 0.06
F -4.0855 -0.8569 -2.6847 -0.05 0.23 -0.84
F -4.0447 -2.2209 -1.0380 -0.46 -1.14 0.63
C -4.6944 0.0021 -0.6159 -1.00 -0.56 -0.47
F -4.6928 -0.3461 0.6701 0.22 -0.21 0.70
F -4.2124 1.2403 -0.7164 0.68 0.78 -0.18
C -6.1622 0.0415 -1.1160 -0.09 0.56 1.21
F -6.2344 0.7859 -2.2092 0.11 0.56 -1.03
F -6.5995 -1.1782 -1.3804 -0.14 -1.02 -0.33
C -7.1416 0.6626 -0.0932 -0.63 -0.43 -0.83
F -7.4149 -0.2309 0.8528 -0.01 -0.50 0.83
F -6.6394 1.7630 0.4522 0.52 0.76 0.42
C 1.1780 1.2188 -0.3626 -0.25 0.39 0.20
Cl 1.7032 1.9208 1.1871 0.07 -0.31 -0.18
H -1.0121 5.4870 -0.2656 0.05 0.04 0.03
H -1.1626 5.3932 -1.9824 0.21 -0.03 -0.31
H 0.4585 5.4273 -1.1944 0.00 0.03 -0.28
H -1.6987 3.2644 -1.0074 -0.04 -0.07 0.08
H -0.3077 3.2948 0.0454 0.19 -0.25 -0.12
H -0.5646 1.7526 -2.1738 -0.02 0.02 -0.34
H 3.2766 2.8904 -0.6977 -0.11 -0.11 0.11
H 1.9560 4.0162 -0.7959 0.22 0.27 -0.15
H 4.1592 6.0373 -4.2441 -0.03 0.37 0.18
H 3.1153 4.7436 -4.7390 -0.19 0.09 -0.09
H 2.3775 6.2602 -4.1832 0.03 0.15 0.17
H 3.9778 1.2849 -2.4647 0.09 -0.01 0.32
H 2.0452 -0.7096 -4.4399 -0.09 -0.40 0.62
H 3.7841 -1.7878 -3.4412 -0.48 0.09 0.26
H 4.6207 0.9883 -4.6460 0.32 -0.01 -0.48
H 3.2124 -1.3007 -1.4041 -0.20 -0.15 0.16
H 4.3448 1.1702 -0.0102 -0.20 0.09 -0.21
H 3.2839 -0.6308 1.6515 -0.04 0.33 -0.13
H 4.3083 -2.6665 1.9049 -0.09 0.02 0.02
H 5.8096 -2.0918 1.2591 0.19 -0.28 -0.43
H 4.4988 -2.6333 0.1504 0.07 0.08 -0.11
H 1.7529 -0.5303 0.4725 0.45 0.04 -0.08
H 1.1642 -1.8401 -1.7595 0.32 -0.01 0.22
H 0.2223 -0.3878 -1.9268 0.04 -0.01 -0.11
H -0.0103 -2.5394 0.1575 -0.12 0.00 0.31
H -0.5677 -0.8846 0.6040 0.26 -0.05 0.12
H -1.9593 -0.2400 -2.1109 -0.10 0.20 0.07
H -2.1910 0.1045 -0.3917 0.07 -0.28 0.22
H -8.0760 0.9043 -0.6015 0.00 0.08 -0.23
H 0.1048 1.0906 -0.2741 -0.06 -0.04 0.19
N -4.1409 -1.8731 4.6262 -0.05 0.04 0.01
C -4.9937 -1.3304 3.7003 0.08 -0.03 0.01
C -6.2660 -1.4256 4.1956 -0.01 0.03 -0.04
C -6.1790 -2.0449 5.4712 0.01 -0.01 0.04
C -4.8571 -2.3066 5.7097 0.05 -0.04 0.01
H -3.1454 -1.9427 4.5273 -0.04 0.00 0.04
H -4.6234 -0.9268 2.7751 -0.03 -0.03 0.09
H -7.1608 -1.0877 3.6996 0.01 0.00 0.00
H -6.9949 -2.2714 6.1371 0.01 0.00 -0.01
H -4.3655 -2.7625 6.5524 -0.03 0.00 0.00
N 2.8704 -5.3575 2.9870 0.01 0.07 -0.03
C 3.0599 -5.4477 4.3396 0.03 0.04 -0.01
C 1.8367 -5.3333 4.9437 0.03 0.02 0.02
C 0.8689 -5.1728 3.9163 -0.03 0.07 -0.02
C 1.5362 -5.1942 2.7205 0.04 0.13 -0.08
H 3.5969 -5.4064 2.2963 -0.02 -0.12 0.04
H 4.0447 -5.5843 4.7529 -0.03 -0.02 0.02
H 1.6543 -5.3639 6.0048 0.00 -0.02 -0.01
H -0.1952 -5.0580 4.0418 0.01 -0.05 0.00
H 1.1797 -5.1094 1.7071 -0.03 -0.09 0.01
```
Forces are in eV/Å.

ΔE to the lowest compared entry with this formula, charge and spin	1.237	eV
total charge	+1
HOMO energy	-9.826	eV
LUMO energy	-3.0	eV
orbital gap	6.7801	eV
2S+1	1

[3]
DFT (ωB97M-V/def2-TZVPD) results for a molecular structure, C28H40ClN2O14 at a distorted geometry.

Structure (XYZ):
```
85
Properties=species:S:1:pos:R:3:forces:R:3
Cl -0.1924 0.2158 -0.6698 -1.08 -1.03 -4.99
O -0.6323 -0.4901 -1.8519 0.31 2.86 1.58
O 1.1917 -0.1136 -0.3846 -4.87 3.33 0.05
O -0.2445 1.5644 -0.9758 -3.00 -2.97 -1.22
O -1.1010 -0.0196 0.4174 4.11 -0.69 -2.33
O -3.2793 -5.3346 -1.0767 1.34 3.80 -0.28
C -2.7864 -4.1707 -1.0323 -0.69 -5.09 1.58
O -2.3479 -3.5070 -2.0761 -1.82 -2.93 -1.52
C -1.8473 -2.2942 -1.7117 0.53 0.38 -0.32
C -2.4163 -2.0099 -0.3660 1.70 -0.73 -1.69
C -2.4940 -3.3953 0.2446 1.60 -0.92 -1.44
H -2.1597 -1.5803 -2.4739 0.20 -0.40 0.01
H -0.7668 -2.4174 -1.6375 -0.60 -0.37 -0.56
H -3.3537 -1.4603 -0.4519 0.78 -1.29 -0.99
H -1.7091 -1.3598 0.1492 -1.18 -2.90 -2.51
H -3.3151 -3.4820 0.9561 2.26 -2.19 -0.48
H -1.5407 -3.6306 0.7179 0.36 -0.58 -0.44
O 2.1199 -4.9700 1.6225 -0.49 0.28 -1.01
C 1.4680 -3.9751 1.4668 0.28 0.00 3.04
O 1.1435 -3.3763 0.3039 -5.05 -2.77 8.57
C 0.7773 -2.0016 0.5527 -0.55 -1.93 2.10
C 0.9610 -1.7260 2.0056 -0.41 0.38 1.75
C 0.9251 -3.0713 2.6279 0.93 -2.21 -0.50
H -0.2626 -1.7955 0.2993 0.76 -1.39 -0.20
H 1.4139 -1.2904 0.0263 0.48 -4.38 1.38
H 0.1776 -1.1500 2.4981 -0.02 0.50 -0.51
H 1.9051 -1.2279 2.2263 0.12 0.03 -0.05
H -0.0665 -3.4891 2.8020 -0.32 0.35 0.08
H 1.5049 -3.2155 3.5395 0.04 0.02 -0.15
O -4.2988 -2.5306 0.8725 -5.78 2.86 2.51
C -3.9765 -1.5961 1.5651 -1.26 0.90 -2.20
O -4.5250 -1.3594 2.7061 -2.13 -0.42 3.82
C -4.0177 -0.1999 3.4392 1.28 -0.37 -2.73
C -3.3578 0.5065 2.2130 0.59 1.59 2.87
C -3.0513 -0.4791 1.1824 -3.20 -0.21 2.72
H -3.3066 -0.6004 4.1617 -0.13 0.33 0.18
H -4.7698 0.4674 3.8600 -0.30 -0.80 0.12
H -2.4158 0.9619 2.5185 -0.77 0.43 0.22
H -4.0883 1.2168 1.8257 0.23 0.39 0.16
H -2.0340 -0.8701 1.1628 -2.79 0.54 2.57
H -3.4141 -0.0258 0.2599 0.76 -0.28 0.00
O 2.6689 6.2039 -0.7032 -2.15 -1.40 0.39
C 1.8090 5.3424 -0.5085 2.34 -0.10 -0.35
O 1.3456 5.0238 0.7007 0.67 1.81 2.02
C 0.3194 4.0235 0.7405 0.30 2.29 -2.52
C 0.5964 3.3566 -0.5562 -1.79 0.31 0.59
C 1.2803 4.2368 -1.4408 2.06 3.16 -0.33
H -0.6401 4.5389 0.7837 -0.07 0.50 -0.42
H 0.3312 3.4192 1.6475 1.82 2.56 -2.90
H -0.2958 3.0976 -1.1264 0.27 1.81 0.92
H 1.0936 2.4122 -0.3347 0.87 1.75 0.05
H 0.5880 4.7517 -2.1069 0.46 -0.35 -0.76
H 2.1573 3.7201 -1.8308 -0.75 1.42 -0.64
O 2.8040 2.9918 -4.3808 0.24 -0.89 3.72
C 2.8490 2.5305 -3.2297 2.14 0.60 -2.75
O 3.8939 2.8126 -2.3084 -0.12 0.50 -2.16
C 3.6008 2.2020 -1.0677 0.40 0.37 0.38
C 2.7328 1.0167 -1.3713 1.93 2.60 0.30
C 2.0448 1.4355 -2.6556 -0.78 -1.16 0.11
H 3.1278 2.9848 -0.4747 -0.21 -0.25 0.33
H 4.4546 1.8944 -0.4639 0.62 0.25 -0.66
H 2.0127 1.0084 -0.5531 2.75 1.31 -1.15
H 3.3765 0.1370 -1.3789 -0.53 -0.30 -0.30
H 1.0314 1.7316 -2.3846 0.38 0.34 -0.82
H 1.9409 0.6376 -3.3910 0.26 0.27 0.05
N -0.7642 1.7740 1.4003 -0.24 4.75 2.05
C 0.5581 1.5705 1.6863 -0.04 0.23 3.55
C 0.8975 2.3937 2.8115 -2.78 -0.83 -0.46
C -0.3289 3.1799 3.0766 -0.96 -2.09 0.61
C -1.3039 2.8215 2.0943 1.80 -1.34 3.48
H -1.2814 1.3573 0.6394 0.02 1.67 1.31
H 1.1057 0.7664 1.2173 -0.02 0.84 0.79
H 1.8716 2.5952 3.2322 -0.12 -0.30 0.03
H -0.4943 3.9103 3.8549 0.27 0.10 -0.16
H -2.3231 3.1437 1.9398 0.23 0.04 0.02
N 1.2285 -1.8661 -2.0173 0.38 0.05 -2.12
C 1.8550 -2.9703 -1.6346 2.49 0.86 -2.80
C 2.3529 -3.6306 -2.7135 -0.23 0.35 -2.06
C 1.9742 -2.8472 -3.8745 -1.15 1.65 1.35
C 1.2464 -1.7120 -3.3754 1.49 -2.11 -0.99
H 0.7287 -1.2967 -1.3494 1.52 -2.18 -2.57
H 1.7759 -3.0260 -0.5590 4.23 -0.63 -4.53
H 2.8813 -4.5715 -2.7571 0.02 0.09 0.20
H 2.1395 -3.0206 -4.9276 0.17 -0.13 0.09
H 0.9406 -0.7984 -3.8636 -0.42 -0.50 -0.08
```
Forces are in eV/Å.

ΔE to the lowest compared entry with this formula, charge and spin	29.327	eV
total charge	-1
HOMO energy	-5.127	eV
LUMO energy	1.9	eV
orbital gap	6.9805	eV
2S+1	1

| no. | electronic energy (Ha) |
| --- | --- |
| 1 | -2331.29333 |
| 2 | -8656.74624 |
| 3 | -2712.83336 |